The following is a quantum chemistry calculation of a 16-piece molecular cluster, C52H146N10O22 overall, from OMol25.

The gap between HOMO and LUMO comes out at 9.21 eV. For the electronic energy, the calculation gives -4271.31674 Eh. As for the net charge: 0. Its maximum force is 0.06567 Eh/bohr.

Geometry as XYZ:
```
230
Properties=species:S:1:pos:R:3:forces:R:3
C 12.286383 9.815168 10.998528 0.25 0.50 -0.20
C 11.751055 11.190492 11.308173 0.68 0.77 0.50
C 12.354002 12.215373 10.338386 0.39 0.17 -0.82
O 11.689345 13.470436 10.399460 -0.42 -0.36 -0.68
C 11.924800 14.198749 11.576252 1.03 -2.70 1.15
N 10.311350 11.235064 11.357467 -0.61 0.02 1.01
H 11.936833 9.431191 10.050815 -0.17 -0.02 -0.42
H 12.027138 9.117887 11.760506 -0.21 -0.54 0.65
H 13.367300 9.898733 10.960279 0.28 -0.21 -0.07
H 12.199895 11.466067 12.311710 -0.87 -0.25 -0.76
H 12.273939 11.831655 9.265027 0.04 0.64 1.27
H 13.425694 12.411714 10.586117 -0.40 -0.47 -0.23
H 12.982503 14.478501 11.601748 0.04 0.04 0.42
H 11.669575 13.574905 12.516853 0.44 1.07 -1.25
H 11.327540 15.043085 11.520335 -1.16 1.73 0.07
H 9.789090 10.828754 10.613413 0.30 -0.81 -0.79
H 9.891507 12.146592 11.432566 0.51 0.48 0.26
C 11.729768 16.121459 17.204501 1.58 -0.81 0.74
C 12.353855 14.824822 16.597604 -2.11 2.63 -0.16
C 11.625683 13.576169 17.009841 -0.95 1.35 -1.04
O 11.852006 13.364832 18.351920 0.43 -0.53 0.64
C 10.942556 12.405025 18.821977 -2.23 1.64 -1.52
N 12.284136 14.939319 15.142881 -1.28 -0.15 -1.81
H 11.464988 15.962583 18.242594 0.02 0.05 0.32
H 10.860229 16.335021 16.656742 -1.32 0.32 -0.66
H 12.367089 17.021407 17.141043 -0.01 -0.51 -0.07
H 13.351064 14.685149 16.894997 1.61 -0.06 0.39
H 12.014045 12.872783 16.305495 0.30 -1.59 0.00
H 10.516709 13.623556 16.796073 0.77 0.29 0.18
H 9.898110 12.834503 18.555920 1.21 -1.09 0.46
H 10.967144 12.304417 19.860931 0.47 -0.06 1.64
H 11.091568 11.468676 18.332856 -0.01 -0.86 -0.36
H 11.277337 14.789526 14.813945 1.80 0.23 0.69
H 12.546414 15.859969 14.719301 -0.14 -0.88 0.82
C 15.895666 21.561226 18.289771 1.13 -1.51 -1.45
C 16.914824 21.600169 17.078203 0.45 0.57 0.72
C 16.252655 22.178772 15.827306 0.74 -0.66 -0.09
O 17.241339 22.129526 14.814578 0.39 -0.04 -0.01
C 16.761063 22.539758 13.562738 0.32 1.35 0.41
N 18.109143 22.361873 17.492363 -0.90 0.15 0.95
H 16.460087 21.488341 19.234441 -0.39 0.11 -0.39
H 15.331932 20.624639 18.112881 -0.06 0.50 0.50
H 15.204238 22.397183 18.266635 0.06 0.22 0.10
H 17.364038 20.616789 16.820156 -0.92 0.16 0.20
H 15.936639 23.227962 15.965439 -0.19 -0.28 0.13
H 15.461469 21.512182 15.490728 -0.62 0.18 0.24
H 16.409546 23.614322 13.644381 0.10 -1.12 -0.43
H 16.032479 21.870864 13.151415 -1.08 -0.30 0.08
H 17.576330 22.457642 12.870756 0.65 0.33 -0.31
H 17.779001 23.246117 17.853693 0.18 0.31 0.16
H 18.731827 22.572959 16.742809 0.23 -0.02 -0.75
C 20.538739 19.554167 19.703454 0.25 -0.49 0.54
C 21.114686 18.576855 18.710707 0.22 -0.48 -0.03
C 21.619269 19.369648 17.518673 -0.11 0.33 -0.26
O 20.462027 19.798087 16.851609 -0.59 -0.70 0.18
C 20.697889 20.692578 15.842492 -0.52 0.73 -1.24
N 22.137747 17.701160 19.355304 -0.07 0.35 -0.49
H 19.913483 20.293887 19.254396 -0.91 0.12 -0.45
H 21.270361 20.148804 20.231924 0.74 -0.13 0.12
H 20.045753 18.934507 20.431069 -0.63 0.19 0.56
H 20.274647 17.887837 18.375422 0.99 0.79 0.21
H 22.295111 18.862386 16.818926 -0.03 -0.43 0.12
H 22.146294 20.268891 17.854983 0.30 -0.01 0.27
H 21.329188 20.328423 15.027084 -0.02 -0.35 -0.08
H 21.132381 21.600224 16.167727 1.07 1.07 0.89
H 19.759505 21.071045 15.445421 -0.38 -0.61 -0.30
H 22.216695 16.920354 18.722599 0.30 -0.49 -0.09
H 23.078363 18.121470 19.344544 -0.66 0.06 0.11
C 15.887648 16.637463 20.079515 0.12 1.06 1.22
C 15.332892 15.402612 19.422275 -0.11 -0.31 0.03
C 16.396474 14.379192 19.065706 -0.04 0.19 -2.29
O 15.723096 13.448369 18.172657 0.75 0.94 0.68
C 16.392467 12.213863 18.085867 0.48 0.25 0.62
N 14.322952 14.721722 20.227059 -0.28 0.34 0.47
H 15.089522 17.304467 20.510205 0.66 -0.92 -0.26
H 16.481418 17.296473 19.446768 -0.14 -0.22 -0.65
H 16.622429 16.383621 20.849296 -0.32 -0.08 0.46
H 14.861521 15.776940 18.514328 -0.17 -0.44 -0.32
H 16.765759 13.835243 19.935981 0.01 0.11 0.23
H 17.258704 14.826723 18.499802 -0.43 -0.25 0.50
H 16.772514 11.979696 19.116352 -0.25 -0.38 -0.86
H 17.281363 12.242112 17.390380 -0.95 -0.12 0.44
H 15.590327 11.537429 17.784283 0.65 -0.47 -0.13
H 13.858114 13.968590 19.685322 0.67 0.54 0.85
H 14.742962 14.439410 21.135520 -0.70 -0.15 -1.10
C 23.873268 15.967738 13.153061 0.82 -0.27 1.22
C 23.613476 16.481795 14.573626 0.12 -0.25 -1.26
C 22.380698 15.819320 15.148384 -0.75 0.53 0.30
O 21.175372 16.194852 14.461852 0.00 0.35 0.94
C 20.502286 17.245239 15.166699 0.00 -0.65 0.77
N 24.784217 16.136039 15.361718 0.05 -0.03 0.91
H 23.006919 15.927202 12.578325 -1.56 0.38 -1.28
H 24.178689 14.910996 13.255977 0.28 0.41 -0.19
H 24.649700 16.590010 12.708984 0.02 -0.30 -0.32
H 23.455089 17.575430 14.534177 0.16 -0.35 0.29
H 22.294148 16.101068 16.216778 0.07 -0.36 -0.33
H 22.419373 14.741004 15.049067 0.35 -0.36 0.13
H 19.451133 17.308714 14.871949 0.29 -0.05 -0.24
H 21.006667 18.179713 15.017010 0.13 0.62 -0.34
H 20.530211 17.089410 16.279119 -0.11 -0.21 -0.84
H 25.609698 16.474928 14.904194 0.39 0.81 -0.16
H 24.945299 15.145445 15.231265 -0.34 -0.44 0.38
C 18.968170 19.021660 7.146998 0.34 1.08 0.42
C 18.994920 18.766842 8.672344 1.57 2.13 -0.84
C 19.010588 20.166986 9.339959 1.57 -0.18 -0.68
O 19.140689 20.202189 10.723275 0.42 -0.93 1.38
C 20.500299 19.880300 11.214972 -1.71 1.24 -0.96
N 17.900006 17.981896 9.062233 -0.68 -1.93 1.42
H 17.981359 19.392906 6.921358 -0.60 0.24 -0.16
H 19.040430 18.087221 6.623035 0.48 -0.31 -0.44
H 19.661737 19.851874 6.775221 -0.56 -1.51 0.60
H 19.935495 18.250534 8.938399 -0.37 0.04 -0.06
H 18.128068 20.698142 9.009946 -0.53 0.19 0.32
H 19.875711 20.744003 8.977314 -0.06 -0.10 -0.58
H 20.768470 18.815769 11.088256 -0.01 0.66 -0.09
H 20.433433 20.167563 12.247137 0.08 -0.35 0.68
H 21.145207 20.656958 10.758565 0.26 -0.90 -0.13
H 16.976595 18.316366 8.803993 0.27 0.09 0.18
H 17.987587 17.726991 10.065288 -0.51 0.58 -0.63
C 13.989631 18.119526 9.366807 0.74 0.31 1.54
C 13.998504 16.786920 10.103176 -0.01 -0.54 -1.17
C 15.065103 15.779770 9.531475 -0.40 -0.72 0.27
O 14.987676 15.430465 8.139827 -0.86 0.82 0.70
C 14.834419 14.034674 7.905718 0.25 0.01 0.15
N 14.240455 17.057850 11.530526 -1.29 -2.29 -0.38
H 14.661809 18.817660 9.958979 -0.57 -0.51 -1.14
H 13.004594 18.548335 9.335229 -0.46 0.30 0.17
H 14.291384 17.968394 8.361269 0.57 0.12 -0.99
H 13.017222 16.291464 9.912790 0.47 0.30 0.62
H 14.984360 14.820694 10.080605 0.01 0.50 0.22
H 16.047682 16.184064 9.748055 0.45 0.17 -0.07
H 15.782378 13.562151 8.217823 -0.55 -0.33 -0.11
H 14.694599 13.924607 6.831430 0.14 -0.03 -0.01
H 13.948215 13.559347 8.395816 0.66 0.56 -0.03
H 14.474217 16.143068 11.961770 -0.09 0.84 0.31
H 15.028881 17.640891 11.661194 1.10 0.62 -0.05
C 17.688296 14.775103 15.227832 -0.37 0.09 -0.47
C 16.310977 15.399174 14.841942 0.80 1.60 0.46
C 16.417696 16.971917 14.932071 0.20 -1.32 0.45
O 17.221534 17.490882 13.916848 0.13 1.03 -0.30
C 17.097960 18.910761 13.675242 2.16 0.12 -0.74
N 15.858063 14.935370 13.519683 -1.23 -0.59 1.08
H 18.402757 15.029454 14.422685 -0.19 -0.16 0.28
H 17.643047 13.668352 15.288222 -0.03 0.59 0.07
H 18.100799 15.207809 16.146731 -0.15 -0.22 0.04
H 15.536925 15.295664 15.667176 0.61 -0.93 -1.15
H 16.828213 17.193622 15.934747 0.08 0.11 -0.19
H 15.436983 17.423581 14.907705 -0.58 0.10 -0.27
H 17.431480 19.588555 14.507183 -0.27 -0.93 -0.41
H 16.116578 19.203717 13.367036 -0.93 -0.06 0.03
H 17.787545 19.094051 12.790928 -0.75 -0.04 1.03
H 15.442678 13.998935 13.678663 0.17 0.77 -0.70
H 16.550550 14.885894 12.775913 0.22 0.05 0.56
C 22.389586 9.080390 13.810148 0.29 0.41 0.55
C 20.920864 8.667306 13.919043 0.87 -0.69 0.94
C 20.283743 9.302846 15.151268 2.17 0.22 -0.12
O 20.358988 10.693250 14.912701 -0.12 0.83 1.50
C 19.862439 11.385099 16.096424 -0.63 -0.62 -1.55
N 20.102364 9.082983 12.822563 -0.76 1.44 -0.45
H 22.986321 8.747667 14.688916 -0.46 0.39 -0.42
H 22.449437 10.163078 13.678351 0.07 0.02 0.41
H 22.883474 8.687220 12.943611 0.06 -0.59 -0.61
H 20.944334 7.555177 14.003709 -0.59 0.68 -0.05
H 20.822219 9.042308 16.081591 -0.04 0.02 -0.24
H 19.283148 9.006737 15.245060 -1.70 -0.55 0.13
H 19.894489 12.464315 15.927104 -0.02 -0.21 -0.14
H 20.448799 11.131588 16.963027 0.33 -0.11 0.42
H 18.820455 11.029780 16.216269 0.31 0.46 0.24
H 20.247322 10.073721 12.560406 0.31 -0.95 0.24
H 20.168095 8.510995 12.023644 0.22 -0.61 -1.01
C 20.234738 14.768700 20.229417 0.28 0.57 1.59
C 20.530301 14.119593 18.929459 1.00 0.94 -1.57
O 21.378164 12.992202 19.008668 -0.12 0.22 0.11
O 21.427912 15.073943 21.009998 -0.57 -0.92 -0.36
H 19.569075 14.157523 20.827870 0.27 -0.41 0.51
H 19.672415 15.673723 20.087738 -0.27 0.63 -0.42
H 20.992495 14.986006 18.328672 -0.31 -1.35 0.11
H 19.643909 13.750930 18.402332 -0.13 0.46 0.16
H 21.963976 13.149261 19.753098 0.31 0.04 0.19
H 21.803319 15.952485 20.835499 -0.55 -0.02 -0.47
C 19.428067 15.554257 11.705015 0.03 1.14 0.62
C 20.039230 15.471787 10.352236 0.63 -0.53 -2.00
O 19.089448 15.311094 9.274470 -0.48 1.16 0.63
O 18.960566 16.893643 11.886321 -0.34 0.48 0.02
H 20.198093 15.364929 12.442036 0.19 -0.30 0.36
H 18.585678 14.887967 11.855990 0.05 -0.48 -0.25
H 20.720164 14.619685 10.219553 -0.43 -0.27 0.51
H 20.765738 16.294132 10.133995 -0.88 0.07 0.42
H 18.541718 16.153184 9.184346 0.77 -1.05 -0.11
H 18.424881 17.004488 12.707303 0.34 -0.45 -0.54
C 17.904048 12.253082 11.525584 0.40 -0.47 1.40
C 17.094935 11.215099 12.346237 -0.81 -0.38 0.00
O 17.762791 10.797377 13.537595 0.19 0.50 -0.69
O 17.146989 12.957137 10.564809 -0.87 -1.03 0.72
H 18.792933 11.749676 11.076261 -0.43 0.35 0.19
H 18.223377 12.882544 12.376032 0.40 0.31 -0.59
H 16.868193 10.304910 11.733530 -0.27 0.76 0.34
H 16.190945 11.668893 12.810694 0.34 -0.06 -1.31
H 18.516877 10.267210 13.255530 0.23 -0.44 0.34
H 17.675945 13.631402 10.159777 0.77 0.72 -0.48
C 14.577177 12.144982 15.127406 -0.04 -0.64 -0.01
C 14.553685 10.730341 14.610311 0.73 -1.03 -0.66
O 13.227091 10.231477 14.666563 -0.64 0.71 -0.17
O 13.775260 12.877082 14.259902 -1.12 1.29 -0.20
H 15.590194 12.550762 15.181143 0.22 -0.05 0.13
H 14.169526 12.039099 16.140823 -0.03 0.51 0.07
H 15.211697 10.126523 15.262328 -0.41 -0.04 -0.34
H 14.894150 10.587657 13.543981 -0.06 0.48 1.16
H 12.699917 10.940732 14.222319 0.43 -0.80 0.51
H 13.236755 13.671366 14.653656 0.74 -0.80 -0.46
C 12.860333 20.824682 14.783676 -0.72 1.14 0.25
C 12.204547 20.811722 16.170372 0.18 -1.33 1.27
O 10.795355 21.095002 16.052351 -0.14 0.25 0.88
O 13.897937 19.904543 14.691156 1.03 -1.78 0.14
H 13.205693 21.866104 14.580028 0.33 -0.88 -0.09
H 12.124342 20.605940 14.020359 -0.53 0.07 0.03
H 12.673928 21.467894 16.969762 -0.34 -0.47 -1.21
H 12.417276 19.738126 16.494044 -0.77 1.13 0.04
H 10.364296 21.246079 16.934522 0.99 -0.29 -1.20
H 13.603549 18.929120 14.674562 -0.16 2.32 -0.20
C 11.018832 18.219800 13.069728 -0.41 -0.91 0.93
C 10.064005 17.789664 14.216153 0.20 -2.20 -1.32
O 10.183348 18.380629 15.481461 -0.75 1.93 -1.30
O 12.311667 17.741394 13.380073 -0.01 -0.07 0.34
H 11.085433 19.277839 12.898038 -0.42 0.73 -0.05
H 10.604219 17.738730 12.168573 0.21 0.08 0.06
H 10.279666 16.686823 14.320987 -0.02 1.01 0.16
H 9.037341 17.755951 13.802304 0.10 0.61 0.37
H 9.871417 19.314726 15.286705 0.82 -1.16 1.11
H 12.875338 17.728448 12.579623 0.35 -0.32 -0.13
```
Forces are in eV/Å.